No. 1
{
  "formula": "C43H39BrF4NOPPdSTe",
  "method": "ωB97M-V/def2-TZVPD",
  "elements": ["Pd", "F", "C", "C", "F", "C", "F", "C", "P", "C", "C", "C", "C", "C", "C", "C", "C", "C", "C", "C", "C", "C", "Br", "C", "F", "H", "H", "H", "H", "H", "H", "H", "H", "H", "H", "C", "S", "C", "H", "H", "H", "H", "H", "H", "C", "C", "C", "C", "C", "C", "Te", "N", "C", "O", "C", "C", "C", "C", "C", "C", "C", "C", "C", "C", "C", "C", "C", "C", "C", "C", "H", "H", "H", "H", "H", "H", "H", "H", "H", "H", "H", "H", "H", "H", "H", "H", "H", "H", "H", "H", "H", "H", "H"],
  "positions_angstrom": [[0.80, 0.07, 0.54], [3.67, -2.80, 6.10], [2.78, -2.38, 5.20], [1.45, -2.98, 5.26], [1.21, -3.79, 6.28], [0.57, -2.76, 4.29], [-0.59, -3.44, 4.25], [0.97, -2.01, 3.06], [-0.36, -1.17, 2.04], [-1.29, -2.48, 1.21], [-0.82, -2.99, 0.01], [-1.53, -3.97, -0.67], [-2.73, -4.44, -0.14], [-3.21, -3.93, 1.06], [-2.49, -2.95, 1.73], [-1.47, -0.19, 3.09], [-1.75, 1.12, 2.70], [-2.54, 1.94, 3.49], [-3.05, 1.46, 4.68], [-2.78, 0.16, 5.08], [-1.99, -0.66, 4.29], [1.96, -0.88, 3.44], [4.58, -1.85, 1.06], [3.07, -1.45, 4.29], [4.24, -0.83, 4.27], [0.12, -2.63, -0.41], [-1.15, -4.37, -1.60], [-3.29, -5.21, -0.66], [-4.14, -4.29, 1.47], [-2.89, -2.54, 2.65], [-1.36, 1.49, 1.76], [-2.75, 2.95, 3.17], [-3.67, 2.09, 5.30], [-3.18, -0.23, 6.01], [-1.79, -1.67, 4.62], [1.58, -3.08, 2.13], [2.61, -0.10, 1.91], [1.36, 0.27, 4.28], [0.89, -3.91, 2.04], [2.51, -3.45, 2.57], [1.83, -2.70, 1.14], [2.18, 0.89, 4.64], [0.82, -0.13, 5.14], [0.69, 0.90, 3.70], [5.29, 2.77, 0.62], [4.10, 2.20, -0.09], [2.86, 2.80, -0.02], [1.73, 2.26, -0.63], [0.44, 3.05, -0.50], [1.89, 1.03, -1.33], [0.34, 0.18, -2.51], [-0.77, 0.37, -0.87], [-2.11, 0.12, -0.82], [-2.65, -0.19, 0.23], [-2.93, 0.29, -2.06], [-3.73, -0.76, -2.50], [-4.55, -0.60, -3.61], [-4.58, 0.63, -4.27], [-3.80, 1.68, -3.82], [-2.97, 1.52, -2.72], [0.12, 1.72, -3.93], [0.75, 2.95, -3.80], [0.67, 3.88, -4.82], [-0.04, 3.57, -5.97], [-0.63, 2.32, -6.12], [-0.55, 1.36, -5.11], [-1.14, 0.00, -5.35], [3.17, 0.42, -1.45], [3.37, -0.84, -2.23], [4.24, 1.02, -0.83], [5.05, 3.70, 1.13], [6.10, 2.97, -0.09], [5.66, 2.05, 1.35], [2.75, 3.72, 0.54], [0.67, 4.11, -0.54], [-0.03, 2.85, 0.46], [-0.29, 2.82, -1.27], [-3.72, -1.70, -1.95], [-5.16, -1.42, -3.95], [-5.23, 0.76, -5.12], [-3.85, 2.64, -4.32], [-2.37, 2.34, -2.37], [1.33, 3.19, -2.92], [1.16, 4.84, -4.72], [-0.12, 4.29, -6.77], [-1.15, 2.08, -7.03], [-1.69, -0.03, -6.29], [-1.83, -0.29, -4.56], [-0.36, -0.77, -5.41], [2.67, -1.62, -1.93], [4.37, -1.24, -2.05], [3.26, -0.67, -3.31], [5.21, 0.54, -0.89]],
  "charge": 1,
  "lumo_energy_ev": [-3.61, -4.01],
  "gap_ev": [6.7, 6.8],
  "relative_energy_kcal_mol": 12.4,
  "e_homo_ev": [-10.29, -10.79],
  "s2": 0.757,
  "spin_multiplicity": 2
}

No. 2
{
  "formula": "C4H12N2",
  "method": "ωB97M-V/def2-TZVPD",
  "elements": ["C", "C", "C", "C", "N", "N", "H", "H", "H", "H", "H", "H", "H", "H", "H", "H", "H", "H"],
  "positions_angstrom": [[0.88, -0.25, -1.89], [0.70, -0.11, -0.40], [-0.65, -0.71, 0.07], [-1.13, 0.11, 1.26], [-1.22, 1.55, 0.97], [1.75, -0.68, 0.37], [0.08, 0.28, -2.43], [0.79, -1.29, -2.17], [1.70, 0.30, -2.37], [0.74, 0.99, -0.17], [-1.41, -0.58, -0.70], [-0.56, -1.75, 0.36], [-0.35, -0.03, 2.02], [-2.03, -0.30, 1.74], [-1.76, 1.87, 1.77], [-1.88, 1.63, 0.19], [1.65, -0.40, 1.35], [2.70, -0.64, 0.01]],
  "charge": 1,
  "lumo_energy_ev": [-3.12, -8.35],
  "gap_ev": [11.2, 5.7],
  "relative_energy_kcal_mol": 13.3,
  "e_homo_ev": [-14.35, -14.09],
  "s2": 0.755,
  "spin_multiplicity": 2
}

No. 3
{
  "formula": "C19H15NO2S2",
  "method": "ωB97M-V/def2-TZVPD",
  "elements": ["O", "O", "N", "S", "C", "C", "C", "C", "C", "C", "C", "C", "C", "C", "C", "C", "C", "C", "C", "C", "C", "C", "C", "S", "H", "H", "H", "H", "H", "H", "H", "H", "H", "H", "H", "H", "H", "H", "H"],
  "positions_angstrom": [[1.30, -2.31, 2.54], [0.60, -0.76, 4.16], [-0.48, -0.45, 1.91], [0.31, -1.87, -0.15], [-0.86, -1.11, 0.91], [0.20, 0.34, -4.21], [-4.56, 0.16, -0.80], [4.40, 1.71, 2.31], [-0.04, -1.03, -4.08], [0.01, 1.08, -3.01], [-4.05, -1.06, -1.11], [-4.03, 0.99, 0.17], [4.36, 0.66, 3.07], [3.27, 2.12, 1.54], [-0.14, -1.78, -2.89], [-0.13, 0.35, -1.77], [-2.81, -1.47, -0.61], [-2.77, 0.60, 0.69], [3.29, -0.12, 3.06], [2.12, 1.32, 1.60], [0.06, -1.04, -1.76], [-2.18, -0.64, 0.36], [2.20, 0.13, 2.29], [0.80, -1.02, 2.74], [0.28, 0.78, -5.20], [-5.53, 0.49, -1.09], [5.36, 2.32, 2.26], [-0.09, -1.55, -4.99], [-0.01, 2.15, -2.96], [-4.69, -1.67, -1.70], [-4.48, 1.98, 0.61], [5.18, 0.46, 3.78], [3.51, 3.00, 0.93], [-0.09, -2.92, -2.92], [-0.14, 0.91, -0.85], [-2.33, -2.43, -0.75], [-2.27, 1.23, 1.42], [3.23, -1.13, 3.59], [1.19, 1.58, 0.92]],
  "lumo_energy_ev": -0.93,
  "gap_ev": 8.4,
  "smiles": "O=S(=O)(/N=C(\\Sc1ccccc1)c1ccccc1)c1ccccc1",
  "relative_energy_kcal_mol": 0.0,
  "e_homo_ev": -9.31
}

No. 4
{
  "formula": "H2NO4P",
  "method": "ωB97M-V/def2-TZVPD",
  "elements": ["N", "O", "O", "O", "O", "P", "H", "H"],
  "positions_angstrom": [[1.55, -0.28, 0.84], [1.91, 0.76, 0.34], [2.03, -0.99, 1.78], [0.12, -1.58, -1.17], [-2.13, 0.96, -0.49], [0.31, -1.53, 0.24], [-2.75, 1.60, -1.26], [-1.04, 1.06, -0.28]],
  "lumo_energy_ev": -1.89,
  "gap_ev": 9.0,
  "smiles": "O=P[N+](=O)[O-].O",
  "relative_energy_kcal_mol": 112.0,
  "e_homo_ev": -10.86
}

No. 5
{
  "formula": "C2H2N2O3",
  "method": "ωB97M-V/def2-TZVPD",
  "elements": ["C", "C", "N", "N", "O", "O", "O", "H", "H"],
  "positions_angstrom": [[-1.30, 1.01, -0.12], [1.19, 0.05, 0.86], [-2.29, 0.39, -0.25], [2.02, -0.07, 0.05], [0.26, -0.02, 1.58], [-3.33, -0.43, -0.25], [3.27, 0.19, -0.50], [-3.03, -1.36, 0.11], [3.21, 0.23, -1.47]],
  "lumo_energy_ev": 0.22,
  "gap_ev": 10.3,
  "relative_energy_kcal_mol": 150.5,
  "e_homo_ev": -10.07
}

No. 6
{
  "formula": "C9H10BiI2O6SSc",
  "method": "ωB97M-V/def2-TZVPD",
  "elements": ["I", "I", "Sc", "Bi", "S", "C", "C", "C", "C", "C", "C", "C", "C", "O", "O", "O", "O", "H", "H", "H", "H", "H", "H", "H", "H", "H", "O", "C", "O", "H"],
  "positions_angstrom": [[4.32, -1.38, -0.76], [4.26, 1.39, -0.73], [0.54, 1.34, 0.21], [0.22, -1.47, 0.16], [1.12, 0.15, -1.91], [-1.10, -2.81, -1.43], [-0.55, -2.81, 1.76], [0.01, 0.01, -3.39], [0.54, 1.28, -4.06], [-1.50, 0.00, -3.22], [0.55, -1.27, -4.05], [-0.57, 2.76, 1.60], [-1.03, 2.75, -1.27], [-0.94, -3.64, 2.47], [-1.67, -3.60, -2.00], [-0.90, 3.54, 2.36], [-1.60, 3.50, -1.93], [0.17, 1.29, -5.08], [1.64, 1.26, -4.05], [0.20, 2.17, -3.51], [-1.90, 0.00, -4.25], [-1.86, 0.90, -2.70], [-1.85, -0.90, -2.70], [0.17, -1.29, -5.07], [0.21, -2.17, -3.51], [1.65, -1.25, -4.05], [1.79, 1.13, 3.22], [1.77, 0.08, 2.61], [1.61, 0.10, 1.26], [1.93, -0.92, 3.01]],
  "charge": 4,
  "lumo_energy_ev": [-17.50, -17.61],
  "gap_ev": [5.1, 5.1],
  "relative_energy_kcal_mol": 22.9,
  "e_homo_ev": [-22.64, -22.70]
}

M for every record listed, in sequence, given in g/mol: 1038.748, 88.154, 353.468, 110.993, 102.049, 753.984.